Here is a molecular structure, C37H27F5N3O6SSbTcTe from OMol25. Energies are from ωB97M-V with the def2-TZVPD basis set.

Cartesian coordinates (Å):
Tc 0.5560 -0.2811 1.7569
O -0.3079 -5.7009 -0.8371
C -0.0541 -4.4674 -0.3509
C 1.2330 -3.9653 -0.2043
C 1.3806 -2.6893 0.3083
N 0.3230 -1.9588 0.6200
C -0.9167 -2.4332 0.5011
C -1.1618 -3.6928 0.0141
C -2.0385 -1.5327 0.9391
O -3.1880 -1.8049 0.8648
O -1.5660 -0.2996 1.4325
C 2.7020 -2.0008 0.6470
O 3.7400 -2.5280 0.2810
O 2.5583 -0.8958 1.2861
H 0.5193 -6.1735 -0.9857
H 2.1191 -4.5390 -0.4484
H -2.1669 -4.0799 -0.0662
C 2.6793 2.0972 6.3841
C 2.6819 0.8472 5.7952
C 1.9413 0.6294 4.6400
C 1.1541 1.6524 4.1130
C 1.1713 2.9122 4.7046
C 1.9409 3.1382 5.8284
N 0.2836 1.3346 3.0071
N -0.7024 2.1208 2.9693
C -1.7436 2.0186 2.0201
C -2.4077 3.2369 1.8542
C -3.5131 3.3754 1.0407
C -4.0241 2.2582 0.4015
C -3.4154 1.0236 0.5648
C -2.2766 0.9092 1.3430
H 3.2646 2.2655 7.2785
H 3.2568 0.0300 6.2116
H 1.9424 -1.3103 4.6055
H 0.5647 3.6959 4.2762
H 1.9566 4.1197 6.2819
H -2.0108 4.0797 2.4041
H -3.9863 4.3412 0.9284
H -4.9096 2.3311 -0.2155
H -3.8377 0.1520 0.0943
S 0.8804 1.3986 0.0961
Sb 0.4948 0.6739 -2.0456
C -0.8849 -0.8588 -2.4585
C -0.4400 -2.0672 -2.9841
C -1.3614 -3.0642 -3.2786
C -2.7118 -2.8604 -3.0328
C -3.1528 -1.6563 -2.4990
C -2.2408 -0.6504 -2.2165
C -0.2513 2.3053 -3.1349
C 0.0272 3.5952 -2.6936
C -0.4461 4.6818 -3.4143
C -1.1961 4.4803 -4.5653
C -1.4786 3.1933 -4.9999
C -1.0077 2.1012 -4.2843
C 2.2778 0.0280 -2.9442
C 3.3673 -0.2395 -2.1277
C 4.5357 -0.7370 -2.6920
C 4.6113 -0.9409 -4.0605
C 3.5225 -0.6556 -4.8784
C 2.3483 -0.1762 -4.3216
H 0.6151 -2.2306 -3.1727
H -1.0222 -4.0051 -3.6927
H -3.4243 -3.6440 -3.2557
H -4.2057 -1.5008 -2.3026
H -2.5881 0.2948 -1.8118
H 0.5965 3.7510 -1.7847
H -0.2323 5.6865 -3.0743
H -1.5658 5.3305 -5.1235
H -2.0688 3.0379 -5.8935
H -1.2408 1.0973 -4.6215
H 3.3150 -0.0613 -1.0604
H 5.3726 -0.9727 -2.0491
H 5.5234 -1.3259 -4.4982
H 3.5896 -0.8102 -5.9475
H 1.4985 0.0401 -4.9604
F -1.8836 -1.4021 6.6792
Te -1.0584 -1.3317 4.9702
F 0.6230 -1.9981 5.7750
F -0.1536 -1.8922 3.1319
F -1.4695 -3.1386 4.8610
F -2.7899 -1.1349 4.0881
O 1.9339 -0.5568 3.9898

Results
2S+1: 2
E_HOMO (spin up / spin down): -7.7515 / -7.1271 eV
HOMO-LUMO gap (spin up / spin down): 0.252 / 0.224 hartree
E_LUMO (spin up / spin down): -0.9 / -1.0 eV
energy above the lowest of the compared OMol25 structures with the same formula, charge and spin: 0.0 kcal/mol

***

Here is a molecular structure, C37H28AsFFeN2O4S3 from OMol25. Energies are from ωB97M-V with the def2-TZVPD basis set.

Cartesian coordinates (Å):
Fe -0.1827 0.9389 0.2558
S 0.2640 -0.0623 2.3289
C 1.9487 -0.0675 2.8397
C 2.2183 -0.0331 4.2157
C 3.5112 -0.0790 4.7009
C 4.5862 -0.1569 3.8226
C 4.3418 -0.1829 2.4587
C 3.0409 -0.1409 1.9601
As 2.6434 -0.2167 0.0567
C 2.3814 1.7252 -0.2411
C 2.5519 2.6730 0.7644
C 2.5169 4.0269 0.4545
C 2.3055 4.4386 -0.8530
C 2.1116 3.4971 -1.8559
C 2.1442 2.1464 -1.5493
C 4.4911 -0.2621 -0.6219
C 4.9936 -1.5160 -0.9580
C 6.2943 -1.6639 -1.4244
C 7.1058 -0.5494 -1.5738
C 6.6108 0.7079 -1.2528
C 5.3139 0.8508 -0.7787
H 1.3811 0.0400 4.8986
H 3.6822 -0.0476 5.7707
H 5.6032 -0.1922 4.1934
H 5.1816 -0.2372 1.7775
H 2.6959 2.3594 1.7913
H 2.6352 4.7565 1.2455
H 2.2641 5.4962 -1.0868
H 1.9120 3.8143 -2.8719
H 1.9617 1.4097 -2.3229
H 4.3634 -2.3930 -0.8533
H 6.6692 -2.6489 -1.6750
H 8.1186 -0.6581 -1.9421
H 7.2389 1.5831 -1.3681
H 4.9443 1.8377 -0.5263
O -0.0787 -0.0363 -1.5031
N -1.2148 -0.0751 -2.2012
C -1.0827 -0.1487 -3.5427
C -2.1678 -0.2516 -4.3637
C -3.4400 -0.2710 -3.7735
C -3.5565 -0.1789 -2.4159
C -2.4278 -0.0639 -1.5702
S -2.5092 0.0614 0.1136
H -0.0561 -0.1233 -3.8739
H -2.0233 -0.3087 -5.4322
H -4.3278 -0.3495 -4.3881
H -4.5212 -0.1757 -1.9294
O 0.1604 3.7350 2.9153
C -0.3291 3.8993 1.8175
N -0.9308 2.9432 1.0367
S -1.4954 3.5532 -0.3474
O -0.8212 2.8428 -1.4270
O -2.9235 3.6701 -0.4525
C -0.8524 5.1824 -0.1383
C -0.8864 6.2681 -0.9917
C -0.3277 7.4528 -0.5294
C 0.2218 7.5337 0.7506
C 0.2323 6.4302 1.5930
C -0.3090 5.2467 1.1235
H -1.3246 6.1976 -1.9784
H -0.3214 8.3275 -1.1679
H 0.6441 8.4728 1.0864
H 0.6610 6.4679 2.5864
F -5.2620 -3.7951 0.8432
C -3.9222 -3.6327 0.7012
C -3.3726 -3.7336 -0.5646
C -2.0103 -3.5652 -0.7037
C -1.1819 -3.2950 0.4110
C 0.1941 -3.0698 0.2474
C -1.7996 -3.1946 1.6792
C -3.1605 -3.3636 1.8249
H -4.0135 -3.9251 -1.4150
H -1.5599 -3.6157 -1.6881
H 0.6241 -3.0500 -0.7444
H 0.8214 -2.8041 1.0852
H -1.1912 -2.9317 2.5349
H -3.6445 -3.2637 2.7871

Results
2S+1: 6
E_HOMO (spin up / spin down): -4.3551 / -4.6890 eV
HOMO-LUMO gap (spin up / spin down): 0.253 / 0.259 hartree
E_LUMO (spin up / spin down): 2.5 / 2.4 eV
charge: -1

***

Here is a molecular structure, C37H28ClN5O13Ta from OMol25. Energies are from ωB97M-V with the def2-TZVPD basis set.

Cartesian coordinates (Å):
Ta -0.2426 -0.5372 0.1213
O 1.6715 0.0544 3.5744
C 1.5769 -0.1607 2.4104
O 0.5040 -0.7677 1.8483
C 2.5793 0.1797 1.3526
C 3.8137 0.7219 1.7336
C 4.7065 1.0197 0.7453
C 4.3850 0.6959 -0.5879
C 5.3044 0.9337 -1.6403
C 5.0112 0.5520 -2.9151
C 3.7979 -0.1186 -3.1769
C 2.8844 -0.3452 -2.1876
C 3.1328 0.0946 -0.8707
N 2.2007 -0.0827 0.1206
H 3.9991 0.9067 2.7809
H 5.6625 1.4744 0.9692
H 6.2436 1.4157 -1.4051
H 5.7107 0.7350 -3.7183
H 3.5989 -0.4694 -4.1813
H 1.9927 -0.9137 -2.3865
O -0.5935 3.8604 -3.8816
C -0.6245 2.7185 -4.5617
O -0.7427 2.6836 -5.7528
C -0.4421 1.4561 -3.7825
C -0.4030 0.1709 -4.3278
Cl -0.5725 -0.3515 -5.9190
N -0.2233 -0.7191 -3.3299
N -0.1498 -0.0710 -2.1499
C -0.2850 1.2221 -2.4190
C -0.2444 2.1084 -1.2318
O -0.3243 3.3082 -1.2507
O -0.0912 1.3901 -0.1264
C -0.1048 -2.1489 -3.4710
C -1.1750 -2.9658 -3.1447
C -1.0410 -4.3355 -3.3229
C 0.1383 -4.8649 -3.8268
C 1.1938 -4.0297 -4.1627
C 1.0753 -2.6596 -3.9885
H -0.4685 3.7435 -2.9190
H -2.0976 -2.5306 -2.7968
H -1.8687 -4.9874 -3.0786
H 0.2309 -5.9326 -3.9708
H 2.1052 -4.4417 -4.5735
H 1.8773 -1.9931 -4.2712
C -3.7162 2.9063 0.4669
C -4.1464 1.9432 1.5611
C -4.1419 0.4468 1.1444
C -4.5363 -0.4409 2.3393
C -4.5375 -1.9257 2.0086
C -5.1473 0.2680 0.0165
O -6.3320 0.3816 0.1826
N -4.6312 0.0013 -1.2428
C -3.3135 -0.2232 -1.5903
O -2.9929 -0.4182 -2.7390
N -2.3939 -0.1801 -0.5486
C -2.7708 0.0960 0.6861
O -1.7899 0.0535 1.4886
H -3.8111 3.9335 0.8153
H -4.3320 2.8113 -0.4291
H -2.6696 2.7655 0.1871
H -5.1647 2.1577 1.8888
H -3.4955 2.0341 2.4322
H -5.5302 -0.1164 2.6492
H -3.8468 -0.2259 3.1563
H -5.2705 -2.1595 1.2342
H -4.7985 -2.5115 2.8884
H -3.5550 -2.2647 1.6719
H -5.2976 -0.0556 -2.0017
O -1.1904 -2.4567 0.4258
C -0.1759 -3.0594 -0.0504
O 0.6863 -2.2549 -0.5853
C 0.0208 -4.4833 0.0059
C 1.1753 -5.0289 -0.5542
C 1.3906 -6.4020 -0.5507
C 0.4081 -7.1743 0.0317
O 0.3870 -8.5138 0.1575
C -0.8239 -8.8454 0.8550
O -1.5252 -7.6262 1.0935
C -0.7480 -6.6278 0.5964
C -0.9783 -5.2835 0.6042
H 1.9026 -4.3680 -1.0041
H 2.2775 -6.8477 -0.9750
H -0.5662 -9.3128 1.8068
H -1.4286 -9.4979 0.2238
H -1.8644 -4.8475 1.0398

Results
2S+1: 1
E_HOMO: -11.2900 eV
HOMO-LUMO gap: 0.269 hartree
E_LUMO: -4.0 eV
charge: +1
energy above the lowest of the compared OMol25 structures with the same formula, charge and spin: 0.0 kcal/mol

***

Here is a molecular structure, C37H28CsN8O4PS from OMol25. Energies are from ωB97M-V with the def2-TZVPD basis set.

Cartesian coordinates (Å):
Cs -1.5762 -0.2817 1.7921
O -1.4065 0.1776 6.8066
C -1.2988 0.3975 5.6014
N -2.2733 0.3113 4.6574
C -3.5326 0.1935 5.1312
O -3.9261 0.4530 6.2914
C -4.6085 -0.3643 4.2266
C -5.9289 -0.2934 4.7365
C -6.9995 -0.8045 4.0314
C -6.7189 -1.4611 2.8151
C -5.3840 -1.4621 2.3630
N -4.3803 -0.9808 3.0786
C 0.0634 0.7462 5.1077
C 1.1044 0.5618 6.0961
C 2.3746 0.9996 5.8102
C 2.6396 1.6723 4.5924
C 1.5752 1.7647 3.6987
N 0.3479 1.2326 3.9207
H -6.0517 0.1953 5.6991
H -7.9879 -0.6999 4.4425
H -7.4865 -1.8770 2.2055
H -5.1041 -1.8763 1.3858
H 0.7830 0.3004 7.1046
H 3.1657 0.8198 6.5410
H 3.6004 2.1587 4.4053
H 1.7510 2.1938 2.7195
O -1.8522 1.3671 -2.2093
C -1.1455 2.3092 -1.4305
O -1.4231 2.4469 -0.2563
C 0.0146 2.8557 -2.1976
C 0.8028 4.0069 -1.9878
C 1.6937 4.4386 -3.0045
C 1.9319 3.6584 -4.1357
C 1.3082 2.4455 -4.2482
C 0.3641 2.0422 -3.2984
P -0.7672 0.6962 -3.3129
C -0.1698 -0.8000 -2.6059
C -1.0103 -1.7453 -2.0142
C -0.5613 -3.0581 -1.8900
C 0.7506 -3.4320 -2.2531
C 1.5988 -2.4663 -2.7575
C 1.1499 -1.1834 -2.9511
C -1.5507 0.5859 -4.8200
C -1.3341 -0.6472 -5.4907
C -1.2497 -0.6601 -6.8740
C -1.4297 0.5586 -7.5666
C -1.8016 1.7477 -6.9190
C -1.8302 1.7798 -5.5520
H 0.5989 4.6244 -1.0920
H 2.1993 5.3872 -2.9208
H 2.6103 4.0633 -4.8709
H 1.5168 1.8325 -5.1119
H -2.0307 -1.4677 -1.6491
H -1.2049 -3.8149 -1.4655
H 1.0370 -4.4792 -2.1892
H 2.6245 -2.6681 -3.0270
H 1.8376 -0.4100 -3.2570
H -1.2065 -1.5574 -4.8893
H -1.0662 -1.5924 -7.4022
H -1.2925 0.5754 -8.6395
H -2.0744 2.5921 -7.5299
H -2.0290 2.7100 -5.0403
N 0.4778 -6.7722 0.2514
C 0.1450 -5.7956 0.8100
N -0.4519 -4.8601 1.5561
C -0.2277 -3.5673 1.4933
N -0.0583 -2.3982 1.5033
C 6.0823 1.1177 0.9519
N 5.1277 0.0085 1.1610
C 5.2501 -1.0223 2.0868
C 4.1324 -1.7874 2.0782
N 3.3211 -1.2565 1.1043
C 3.8897 -0.1577 0.4870
S 3.2181 0.7229 -0.7399
H 6.9555 0.7784 0.3829
H 6.4601 1.5463 1.8829
H 5.5426 1.8321 0.3665
H 6.1632 -1.0771 2.6897
H 3.8504 -2.6621 2.6843
H 2.3707 -1.4680 0.8496

Results
2S+1: 1
E_HOMO (spin up / spin down): 0.2132 / 0.9199 eV
HOMO-LUMO gap (spin up / spin down): 0.122 / 0.097 hartree
E_LUMO (spin up / spin down): 3.5 / 3.5 eV
charge: -2
energy above the lowest of the compared OMol25 structures with the same formula, charge and spin: 84.2 kcal/mol

***

Here is a molecular structure, C37H29BrF4N5O2PS3Ti from OMol25. Energies are from ωB97M-V with the def2-TZVPD basis set.

Cartesian coordinates (Å):
Ti 0.1498 -0.3429 0.1238
N 3.0667 1.6231 2.9044
C 2.3675 0.9266 1.9080
S 0.8997 0.1108 2.3365
N 2.8228 0.8996 0.7073
N 2.0222 0.1409 -0.1026
C 2.6259 -0.1178 -1.3629
C 3.1653 -1.4606 -1.7410
C 4.0996 -2.5898 -3.7815
C 3.7598 -3.8617 -3.5750
C 3.5652 -4.5270 -2.2913
C 3.2967 -3.9882 -1.0968
C 3.2032 -2.5585 -0.6755
O 3.6298 -2.2986 0.4502
H 2.4481 2.0891 3.5509
H 3.7392 2.2558 2.4940
H 3.1731 0.7385 -1.7520
H 4.1755 -2.2352 -4.8031
H 3.6041 -4.4869 -4.4503
H 3.5867 -5.6124 -2.3344
H 3.1705 -4.6557 -0.2499
S -3.3578 1.9649 -1.0500
C -3.0342 2.1713 0.6500
C -3.3075 3.4323 1.2287
C -3.0958 3.7240 2.5634
C -2.6001 2.7436 3.4109
C -2.3168 1.4932 2.8820
C -2.4962 1.1899 1.5323
S -2.0620 -0.4842 1.0555
H -3.7176 4.1895 0.5690
H -3.3308 4.7141 2.9423
H -2.4358 2.9407 4.4640
H -1.9293 0.7159 3.5297
F -1.8003 -4.3862 -5.9728
C -1.3034 -3.9643 -4.7966
C -0.5517 -4.8169 -4.0156
F -0.3268 -6.0759 -4.4297
C -0.0391 -4.3654 -2.8127
F 0.6419 -5.2651 -2.0889
C -0.2295 -3.0676 -2.3521
P 0.7074 -2.4861 -0.8760
C 1.8331 -0.9878 -2.3099
C 1.7395 -0.5280 -3.7086
C 2.6359 0.1218 -4.4766
C 4.0198 0.4434 -4.1302
C 4.7955 -0.2667 -3.3067
C 4.3763 -1.5753 -2.6934
C -0.1232 -3.6239 0.3804
C 0.5412 -3.7344 1.6063
C 0.0131 -4.4844 2.6474
C -1.1969 -5.1466 2.4896
C -1.8731 -5.0459 1.2801
C -1.3425 -4.2920 0.2430
C -1.0404 -2.2415 -3.1370
Br -1.5907 -0.5491 -2.5274
C -1.5531 -2.6830 -4.3451
F -2.3204 -1.8932 -5.1153
H 0.7721 -0.6826 -4.1869
H 2.2999 0.4663 -5.4528
H 4.4417 1.3364 -4.5871
H 5.7852 0.1080 -3.0665
H 5.2070 -1.9551 -2.0840
H 1.4864 -3.2140 1.7389
H 0.5471 -4.5432 3.5893
H -1.6172 -5.7246 3.3048
H -2.8281 -5.5429 1.1486
H -1.9013 -4.2076 -0.6831
N -0.1896 1.6152 -0.6671
C -0.0920 2.6728 -1.0995
N -0.0104 3.9088 -1.5517
C -1.0873 4.8161 -1.1298
C -1.0815 5.9936 -2.0774
O 0.1947 6.6270 -2.1129
C 1.1927 5.7261 -2.5638
C 1.3108 4.5229 -1.6491
H -0.9133 5.1481 -0.0997
H -2.0330 4.2677 -1.1674
H -1.7984 6.7470 -1.7539
H -1.3501 5.6527 -3.0852
H 2.1299 6.2820 -2.5829
H 0.9559 5.3877 -3.5810
H 1.6622 4.8296 -0.6560
H 2.0090 3.7885 -2.0515

Results
2S+1: 1
E_HOMO: -1.4911 eV
HOMO-LUMO gap: 0.204 hartree
E_LUMO: 4.1 eV
charge: -2
energy above the lowest of the compared OMol25 structures with the same formula, charge and spin: 122.3 kcal/mol

***

Here is a molecular structure, C37H29F3GeNPPdSSe2 from OMol25. Energies are from ωB97M-V with the def2-TZVPD basis set.

Cartesian coordinates (Å):
Pd -0.0190 -0.8631 0.5738
Se -0.1000 -2.9739 -0.8381
P -0.3824 -4.4789 0.7733
Se -0.7496 -1.0878 2.8924
C -2.1850 -4.4295 1.2017
C -2.7225 -5.5053 1.9122
C -4.0506 -5.5126 2.3074
C -4.8662 -4.4240 2.0156
C -4.3370 -3.3421 1.3287
C -3.0075 -3.3446 0.9214
C -0.4369 -6.0279 -0.2488
C 0.5584 -6.9841 -0.0698
C 0.5863 -8.1474 -0.8327
C -0.3937 -8.3730 -1.7867
C -1.3953 -7.4254 -1.9762
C -1.4120 -6.2659 -1.2184
H -2.0877 -6.3536 2.1507
H -4.4498 -6.3632 2.8494
H -5.9029 -4.4183 2.3337
H -4.9566 -2.4796 1.1121
H -2.5915 -2.4987 0.3873
H 1.3231 -6.8070 0.6787
H 1.3749 -8.8759 -0.6798
H -0.3781 -9.2778 -2.3838
H -2.1624 -7.5902 -2.7248
H -2.1813 -5.5197 -1.3805
F 2.5975 4.1918 -3.0644
C 2.2434 3.0115 -2.4739
F 3.1725 2.8002 -1.5288
F 2.4207 2.0794 -3.4280
C 0.8412 3.0721 -1.9420
C 0.1477 4.2573 -2.0638
C -1.1273 4.3752 -1.5269
C -1.6335 3.2575 -0.8795
N -0.9982 2.1062 -0.7513
C 0.2438 1.9575 -1.2721
S 1.0694 0.4698 -1.0888
H 0.6117 5.0982 -2.5619
H -1.6957 5.2928 -1.5968
H -2.6235 3.2941 -0.4285
C -0.0290 0.4855 2.1156
Ge 1.7913 0.9043 2.5749
C 2.1091 0.8925 4.5293
C 1.0731 1.1722 5.4198
C 1.2960 1.2207 6.7895
C 2.5670 0.9837 7.2976
C 3.6073 0.6894 6.4274
C 3.3746 0.6432 5.0577
C 2.3356 2.7164 2.0158
C 1.4238 3.5848 1.4188
C 1.7947 4.8717 1.0450
C 3.0925 5.3111 1.2575
C 4.0154 4.4604 1.8531
C 3.6340 3.1810 2.2317
C 3.0975 -0.3666 1.8580
C 4.0226 -0.0022 0.8828
C 4.9076 -0.9358 0.3561
C 4.8698 -2.2516 0.7933
C 3.9445 -2.6309 1.7569
C 3.0684 -1.6952 2.2875
H -0.7223 1.3081 1.9614
H 0.0717 1.3279 5.0327
H 0.4734 1.4315 7.4638
H 2.7426 1.0158 8.3671
H 4.5997 0.4874 6.8153
H 4.1907 0.3861 4.3895
H 0.4100 3.2496 1.2288
H 1.0670 5.5201 0.5714
H 3.3873 6.3094 0.9544
H 5.0341 4.7932 2.0189
H 4.3665 2.5283 2.6968
H 4.0288 1.0110 0.4972
H 5.6068 -0.6382 -0.4172
H 5.5430 -2.9867 0.3666
H 3.8822 -3.6647 2.0760
H 2.3224 -2.0084 3.0095

Results
2S+1: 1
E_HOMO: -1.4978 eV
HOMO-LUMO gap: 0.221 hartree
E_LUMO: 4.5 eV
charge: -2
energy above the lowest of the compared OMol25 structures with the same formula, charge and spin: 0.0 kcal/mol

***

| no. | E (a.u.) |
| --- | --- |
| 1 | -3528.53354 |
| 2 | -6631.20476 |
| 3 | -3196.04001 |
| 4 | -2925.45405 |
| 5 | -7210.38351 |
| 6 | -9529.06303 |